Entry 1:
This record from the Open Molecules 2025 dataset describes a 10-piece molecular cluster, C21H67N7O10 overall at a distorted geometry. The level of theory is ωB97M-V/def2-TZVPD.

Calculated values
* charge: 0
* LUMO energy: -0.009 eV
* HOMO-LUMO gap: 9.201 eV
* strongest force on any atom: 1.49 eV/A
* SMILES: COC[C@H](C)N.COC[C@H](C)N.COC[C@H](C)N.COC[C@H](C)N.COC[C@H](C)N.NC(N)=O.O.O.O.O
* E: -53768.469 eV

Each atom is followed by the atoms it is bonded to, with distances in Å.
Atoms and positions in Å:
1 C -9.10566 19.36234 -21.61354  O2 1.411, H7 1.091, H8 1.094, H9 1.094
2 O -7.88677 19.05220 -20.97406  C1 1.411, C3 1.403
3 C -7.80689 19.48008 -19.64005  O2 1.403, C4 1.513, H10 1.101, H11 1.095
4 C -6.76004 18.68986 -18.88507  C3 1.513, C5 1.504, N6 1.491, H12 1.099
5 C -6.76733 18.99844 -17.41339  C4 1.504, H13 1.090, H14 1.094, H15 1.096
6 N -5.40228 19.00409 -19.41534  C4 1.491, H16 1.018, H17 1.018
7 H -9.68321 20.14076 -21.11260  C1 1.091
8 H -9.71976 18.46455 -21.73057  C1 1.094
9 H -8.87335 19.72470 -22.61943  C1 1.094
10 H -7.46275 20.52329 -19.56148  C3 1.101
11 H -8.76150 19.35466 -19.11842  C3 1.095
12 H -6.86727 17.60381 -19.01137  C4 1.099
13 H -7.68059 18.84453 -16.83927  C5 1.090
14 H -6.40231 20.00664 -17.19811  C5 1.094
15 H -6.09309 18.31845 -16.88087  C5 1.096
16 H -4.78154 18.27625 -19.06683  N6 1.018
17 H -5.41795 18.82519 -20.41783  N6 1.018
18 C -5.75376 16.53723 -12.07084  O19 1.416, H24 1.094, H25 1.093, H26 1.090
19 O -6.93360 17.18524 -11.62992  C18 1.416, C20 1.418
20 C -7.13835 17.19488 -10.22729  O19 1.418, C21 1.499, H27 1.099, H28 1.098
21 C -8.03550 18.34797 -9.89330  C20 1.499, C22 1.510, N23 1.476, H29 1.104
22 C -7.49313 19.70418 -10.27781  C21 1.510, H30 1.093, H31 1.092, H32 1.091
23 N -8.35442 18.30259 -8.45285  C21 1.476, H33 1.012, H34 1.013
24 H -5.83624 15.45900 -11.90454  C18 1.094
25 H -4.84182 16.93587 -11.61810  C18 1.093
26 H -5.66328 16.77631 -13.13009  C18 1.090
27 H -7.61371 16.24100 -9.95870  C20 1.099
28 H -6.21558 17.28941 -9.64000  C20 1.098
29 H -8.98215 18.20338 -10.44332  C21 1.104
30 H -8.22373 20.48152 -10.03920  C22 1.093
31 H -7.36166 19.80412 -11.35757  C22 1.092
32 H -6.54031 19.90998 -9.78747  C22 1.091
33 H -9.12799 18.92470 -8.25712  N23 1.012
34 H -8.64557 17.36625 -8.19800  N23 1.013
35 C -1.57767 15.82495 -16.91137  O36 1.399, H41 1.103, H42 1.085, H43 1.099
36 O -1.50378 17.11124 -16.36522  C35 1.399, C37 1.408
37 C -2.73031 17.80108 -16.41585  O36 1.408, C38 1.509, H44 1.104, H45 1.100
38 C -2.59537 19.08272 -15.63061  C37 1.509, C39 1.522, N40 1.489, H46 1.092
39 C -2.43370 18.77657 -14.14825  C38 1.522, H47 1.092, H48 1.096, H49 1.090
40 N -3.86772 19.83936 -15.78935  C38 1.489, H50 1.023, H51 1.024
41 H -2.06918 15.11283 -16.22659  C35 1.103
42 H -0.57552 15.46077 -17.11471  C35 1.085
43 H -2.19988 15.80083 -17.81728  C35 1.099
44 H -2.99302 18.00602 -17.46822  C37 1.104
45 H -3.53769 17.16834 -16.01931  C37 1.100
46 H -1.73786 19.67137 -15.96392  C38 1.092
47 H -3.31004 18.28680 -13.71885  C39 1.092
48 H -2.30524 19.71176 -13.59138  C39 1.096
49 H -1.55157 18.16250 -13.96812  C39 1.090
50 H -3.92093 20.16393 -16.75788  N40 1.023
51 H -3.68005 20.71453 -15.29266  N40 1.024
52 C -4.14245 21.10398 -10.60638  O53 1.411, H58 1.099, H59 1.091, H60 1.093
53 O -4.20075 20.39996 -9.38466  C52 1.411, C54 1.405
54 C -3.57670 19.14131 -9.38494  O53 1.405, C55 1.523, H61 1.091, H62 1.101
55 C -2.06096 19.15640 -9.53364  C54 1.523, C56 1.516, N57 1.476, H63 1.092
56 C -1.57978 17.74138 -9.78903  C55 1.516, H64 1.088, H65 1.091, H66 1.102
57 N -1.35898 19.73154 -8.36919  C55 1.476, H67 1.027, H68 1.026
58 H -3.08140 21.22057 -10.86876  C52 1.099
59 H -4.49867 22.12658 -10.47733  C52 1.091
60 H -4.71912 20.63095 -11.40594  C52 1.093
61 H -3.84354 18.69967 -8.42319  C54 1.091
62 H -3.98679 18.53624 -10.20786  C54 1.101
63 H -1.75417 19.70313 -10.42770  C55 1.092
64 H -0.50295 17.68967 -9.93603  C56 1.088
65 H -2.13472 17.27900 -10.60658  C56 1.091
66 H -1.78234 17.08145 -8.93063  C56 1.102
67 H -1.34270 18.99289 -7.65520  N57 1.027
68 H -2.01931 20.34398 -7.87757  N57 1.026
69 C -5.09581 23.10842 -16.77410  O70 1.410, H75 1.089, H76 1.096, H77 1.099
70 O -4.16779 23.06291 -17.83403  C69 1.410, C71 1.403
71 C -3.99141 24.32783 -18.41398  O70 1.403, C72 1.517, H78 1.102, H79 1.104
72 C -3.07904 24.20270 -19.61943  C71 1.517, C73 1.510, N74 1.482, H80 1.096
73 C -2.90222 25.51385 -20.34796  C72 1.510, H81 1.088, H82 1.092, H83 1.093
74 N -3.55538 23.17144 -20.57141  C72 1.482, H84 1.018, H85 1.023
75 H -5.38313 22.11340 -16.43820  C69 1.089
76 H -6.03686 23.60515 -17.03848  C69 1.096
77 H -4.61549 23.68419 -15.97093  C69 1.099
78 H -4.96075 24.75980 -18.71070  C71 1.102
79 H -3.54289 25.01678 -17.67669  C71 1.104
80 H -2.12387 23.82070 -19.24240  C72 1.096
81 H -2.28185 25.35708 -21.22840  C73 1.088
82 H -2.43278 26.25917 -19.70289  C73 1.092
83 H -3.85691 25.91676 -20.69637  C73 1.093
84 H -3.67799 22.29452 -20.06993  N74 1.018
85 H -4.52247 23.40625 -20.80629  N74 1.023
86 N -8.22074 24.20554 -15.31499  C87 1.372, H90 1.011, H91 1.001
87 C -8.97554 23.24075 -15.93232  N86 1.372, N88 1.377, O89 1.220
88 N -9.03724 22.04086 -15.26056  C87 1.377, H92 0.999, H93 1.005
89 O -9.57666 23.43853 -16.97501  C87 1.220
90 H -7.78663 24.04338 -14.41594  N86 1.011
91 H -8.16590 25.09598 -15.76821  N86 1.001
92 H -9.57550 21.31110 -15.67992  N88 0.999
93 H -8.51863 21.91945 -14.40840  N88 1.005
94 O -6.10796 20.67434 -13.86017  H95 0.973, H96 0.970
95 H -6.87336 20.08446 -13.96996  O94 0.973
96 H -5.54123 20.48964 -14.62529  O94 0.970
97 O -8.11225 18.82431 -14.31708  H98 0.967, H99 0.964
98 H -8.52269 18.25357 -13.65250  O97 0.967
99 H -8.79653 18.96970 -14.98013  O97 0.964
100 O -7.02840 16.38666 -15.24737  H101 0.972, H102 0.962
101 H -7.18585 17.25094 -14.83239  O100 0.972
102 H -7.43661 15.75248 -14.65034  O100 0.962
103 O -7.02737 23.16176 -12.81792  H104 0.969, H105 0.962
104 H -6.64138 22.27393 -12.85895  O103 0.969
105 H -6.32934 23.71621 -12.45730  O103 0.962

Entry 2:
This record from the Open Molecules 2025 dataset describes a 10-piece molecular cluster, C21H68N5O9 overall at a distorted geometry. The level of theory is ωB97M-V/def2-TZVPD.

Calculated values
* charge: +1
* LUMO energy: -1.729 eV
* HOMO-LUMO gap: 9.546 eV
* strongest force on any atom: 7.96 eV/A
* E: -48737.422 eV

Each atom is followed by the atoms it is bonded to, with distances in Å.
Atoms and positions in Å:
1 N -1.19187 -0.81483 -0.61367  H2 0.952, H3 1.002, H4 1.204, H5 1.074
2 H -1.25387 -1.53183 0.00933  N1 0.952
3 H -1.77487 -1.05783 -1.39167  N1 1.002
4 H -0.07787 -0.37583 -0.73867  N1 1.204
5 H -1.80487 -0.11783 -0.07267  N1 1.074
6 C -0.84187 0.51317 3.43333  C7 1.412, H12 1.009, H13 1.139, H14 1.083
7 C 0.37113 0.81717 2.77833  C6 1.412, C8 1.528, N11 1.435, H15 1.072
8 C 1.57013 0.91617 3.72033  C7 1.528, O9 1.378, H16 1.138, H17 1.094
9 O 1.38213 2.06217 4.46133  C8 1.378, C10 1.392
10 C 2.42313 2.26417 5.36233  O9 1.392, H18 1.108, H19 1.132, H20 1.139
11 N 0.68413 -0.16183 1.77633  C7 1.435, H21 0.927, H22 1.038
12 H -0.77387 -0.33883 3.96933  C6 1.009
13 H -1.78987 0.47917 2.80233  C6 1.139
14 H -1.04487 1.28117 4.16933  C6 1.083
15 H 0.16013 1.68217 2.18133  C7 1.072
16 H 2.55813 1.08317 3.18133  C8 1.138
17 H 1.84013 -0.08683 4.06233  C8 1.094
18 H 3.38913 2.33017 4.82333  C10 1.108
19 H 2.69313 1.55117 6.19933  C10 1.132
20 H 2.25413 3.24717 5.91333  C10 1.139
21 H 1.58413 -0.31683 1.93633  N11 0.927
22 H 0.12813 -1.01283 1.98733  N11 1.038
23 C 0.20313 3.25517 -2.35267  C24 1.582, H29 1.185, H30 1.051, H31 1.140
24 C 1.74613 2.91617 -2.27067  C23 1.582, C25 1.537, N28 1.404, H32 1.073
25 C 2.19113 2.41217 -0.88867  C24 1.537, O26 1.319, H33 1.096, H34 1.028
26 O 2.02713 3.44517 -0.08467  C25 1.319, C27 1.460
27 C 2.99613 3.67317 0.98333  O26 1.460, H35 1.098, H36 1.081, H37 1.181
28 N 1.98313 1.89517 -3.20467  C24 1.404, H38 1.108, H39 1.017
29 H -0.20387 3.33717 -3.46267  C23 1.185
30 H 0.07913 4.22517 -1.96767  C23 1.051
31 H -0.50787 2.46117 -1.94767  C23 1.140
32 H 2.44113 3.67717 -2.56967  C24 1.073
33 H 3.27213 2.35917 -1.06367  C25 1.096
34 H 1.83413 1.48017 -0.64167  C25 1.028
35 H 3.99213 3.76817 0.53033  C27 1.098
36 H 3.20813 2.97717 1.78233  C27 1.081
37 H 2.85113 4.65617 1.62233  C27 1.181
38 H 3.08113 1.81917 -3.07567  N28 1.108
39 H 1.75913 2.32717 -4.09767  N28 1.017
40 C -4.61087 1.45017 0.30433  C41 1.605, H46 1.169, H47 1.007, H48 1.193
41 C -3.78087 2.78917 0.60933  C40 1.605, C42 1.576, N45 1.397, H49 1.085
42 C -3.78487 2.93617 2.17833  C41 1.576, O43 1.526, H50 1.209, H51 1.111
43 O -5.20887 3.37717 2.50333  C42 1.526, C44 1.368
44 C -5.46687 3.08917 3.81533  O43 1.368, H52 0.987, H53 1.084, H54 1.203
45 N -2.42587 2.69217 0.28333  C41 1.397, H55 1.111, H56 1.117
46 H -4.88387 1.25617 -0.81567  C40 1.169
47 H -5.47787 1.43717 0.81633  C40 1.007
48 H -3.91487 0.59917 0.76633  C40 1.193
49 H -4.47587 3.54217 0.25333  C41 1.085
50 H -2.90987 3.72317 2.45633  C42 1.209
51 H -3.49987 2.10517 2.85833  C42 1.111
52 H -4.99287 3.57417 4.53233  C44 0.987
53 H -5.54487 2.04517 4.09633  C44 1.084
54 H -6.52187 3.66617 3.80733  C44 1.203
55 H -1.78887 3.27717 0.98133  N45 1.111
56 H -2.26587 2.65217 -0.82167  N45 1.117
57 C 1.85313 -5.38883 -1.02667  C58 1.670, H63 1.121, H64 1.077, H65 1.142
58 C 1.82613 -3.79783 -1.53367  C57 1.670, C59 1.503, N62 1.487, H66 1.152
59 C 2.87013 -3.52783 -2.58067  C58 1.503, O60 1.450, H67 1.064, H68 1.170
60 O 4.14813 -4.01883 -2.10167  C59 1.450, C61 1.465
61 C 5.18313 -4.05483 -3.13767  O60 1.465, H69 1.063, H70 1.085, H71 1.117
62 N 0.42313 -3.50083 -1.92667  C58 1.487, H72 1.060, H73 1.043
63 H 1.22913 -5.58783 -0.11667  C57 1.121
64 H 2.86113 -5.26083 -0.66867  C57 1.077
65 H 1.54013 -6.13083 -1.83667  C57 1.142
66 H 2.07913 -3.19383 -0.58567  C58 1.152
67 H 2.95813 -2.57183 -3.03967  C59 1.064
68 H 2.71413 -4.19683 -3.52767  C59 1.170
69 H 5.46813 -5.02683 -3.46167  C61 1.063
70 H 6.06313 -3.92083 -2.51767  C61 1.085
71 H 5.03513 -3.24383 -3.89067  C61 1.117
72 H 0.39613 -2.66783 -2.58167  N62 1.060
73 H 0.21413 -4.29583 -2.56867  N62 1.043
74 C -2.57187 1.16617 -3.93067  O75 1.433, H76 1.069, H77 1.174, H78 0.995
75 O -3.32087 0.34817 -3.02367  C74 1.433, H79 0.979
76 H -1.64687 1.40317 -3.44967  C74 1.069
77 H -3.07387 2.22117 -4.04667  C74 1.174
78 H -2.49787 0.71617 -4.81467  C74 0.995
79 H -4.18287 0.14517 -3.44067  O75 0.979
80 C 0.49913 -3.27183 2.81033  O81 1.464, H82 0.967, H83 0.980, H84 1.047
81 O -0.77687 -2.70483 2.37133  C80 1.464, H85 1.025
82 H 1.14313 -3.29583 2.08933  C80 0.967
83 H 0.42113 -4.24783 2.84433  C80 0.980
84 H 0.44013 -2.98883 3.81633  C80 1.047
85 H -1.29087 -3.51083 2.00133  O81 1.025
86 C -4.49187 -2.17183 -1.13167  O87 1.418, H88 1.161, H89 1.060, H90 1.061
87 O -3.76287 -2.21883 0.08333  C86 1.418, H91 0.866
88 H -4.96187 -1.12983 -1.33667  C86 1.161
89 H -5.18287 -2.95783 -0.96567  C86 1.060
90 H -3.82887 -2.57283 -1.85667  C86 1.061
91 H -4.11887 -2.43383 0.84333  O87 0.866
92 C 0.24113 -0.75383 -4.16567  O93 1.393, H94 1.135, H95 1.076, H96 0.999
93 O 0.76613 -0.48183 -2.90467  C92 1.393, H97 0.907
94 H -0.02287 0.28617 -4.53567  C92 1.135
95 H -0.56087 -1.45083 -3.99467  C92 1.076
96 H 0.81413 -1.32083 -4.75567  C92 0.999
97 H 1.19913 0.31517 -2.93367  O93 0.907
98 C 3.66913 -0.83483 0.61833  O99 1.511, H100 1.097, H101 0.979, H102 1.161
99 O 3.19213 -1.29383 1.97633  C98 1.511, H103 0.995
100 H 2.73213 -0.57483 0.11133  C98 1.097
101 H 4.30713 -1.44983 0.20133  C98 0.979
102 H 4.26513 0.16117 0.64433  C98 1.161
103 H 3.85913 -2.01983 2.11233  O99 0.995

Q: Which of these has the lowest HOMO-LUMO gap?
A: C21H67N7O10

Q: Which formula does entry 2 have?
A: C21H68N5O9